{
  "formula": "C6H8",
  "method": "ωB97M-V/def2-TZVPD",
  "species": ["C", "C", "C", "C", "C", "C", "H", "H", "H", "H", "H", "H", "H", "H"],
  "xyz": [[1.302, -0.250, 0.837], [0.312, -1.135, 0.739], [-0.638, -0.728, -0.355], [-1.640, 0.269, 0.136], [-0.367, 0.740, -0.561], [1.123, 0.785, -0.247], [2.155, -0.288, 1.508], [0.160, -2.022, 1.347], [-0.558, -1.289, -1.281], [-1.851, 0.273, 1.205], [-2.520, 0.474, -0.473], [-0.617, 1.148, -1.536], [1.648, 1.736, -0.153], [1.491, 0.287, -1.167]],
  "forces_ev_per_a": [[-0.069, -0.117, -0.053], [0.164, 0.017, -0.054], [-0.021, -0.252, -0.118], [-0.074, 0.091, 0.112], [0.177, -0.076, -0.406], [0.156, 0.171, 0.015], [-0.210, 0.022, -0.006], [0.122, 0.089, -0.134], [-1.058, -0.498, 0.168], [0.294, 0.132, -0.181], [0.206, -0.025, 0.124], [0.095, -0.174, -0.020], [-0.226, 0.043, 0.320], [0.441, 0.577, 0.233]],
  "relative_energy_ev": 1.582,
  "homo_lumo_gap_ev": 10.4,
  "smiles": "C1=C[C@H]2C[C@H]2C1"
}